Entry 1:
Below is an isolated molecule of C6H6O2, with properties calculated with ωB97M-V with the def2-TZVPD basis set.

Geometry as XYZ:
```
14
Properties=species:S:1:pos:R:3:forces:R:3:nbo_charge:R:1
C -0.671134 1.952491 2.229630 0.262 -0.217 -0.319 -0.231
C 0.003995 1.388835 1.418284 -0.165 0.142 0.270 -0.004
C 0.814208 0.695988 0.440984 0.219 -0.009 -0.203 -0.523
C 0.055136 -0.308517 -0.384489 -0.182 -0.036 0.057 -0.100
C -1.214902 -0.638234 -0.177331 0.192 0.068 -0.057 -0.351
C 0.859598 -0.860345 -1.521051 -0.081 0.042 0.032 0.756
O 1.785708 -0.271491 -2.007358 -0.115 -0.158 0.091 -0.554
O 0.495220 -2.069641 -1.979632 0.016 -0.258 -0.321 -0.663
H -1.250566 2.460965 2.940827 -0.329 0.283 0.400 0.234
H 1.268055 1.419238 -0.244811 0.046 -0.119 0.085 0.274
H 1.638223 0.184607 0.951725 0.015 0.081 -0.115 0.253
H -1.774808 -0.192735 0.627599 -0.056 0.106 0.143 0.226
H -1.762382 -1.319314 -0.810681 0.000 -0.112 -0.136 0.193
H -0.246353 -2.441847 -1.483698 0.178 0.187 0.073 0.489
```
Positions in Å, forces in eV/Å.

Calculated values
HOMO level in eV: -10.31
SMILES: C#CCC(=C)C(=O)O
Total energy in a.u.: -382.6368
Lowest unoccupied orbital energy in eV: 0.47
Kohn-Sham gap in eV: 10.78

=====

Entry 2:
Below is the ion C4H11NS with charge -1 in a non-equilibrium geometry, with properties calculated with ωB97M-V with the def2-TZVPD basis set.

Geometry as XYZ:
```
17
Properties=species:S:1:pos:R:3:forces:R:3:nbo_charge:R:1
C 0.787599 -1.191180 -0.026094 -0.224 -0.085 -1.825 -0.432
C 0.163137 -0.543694 1.204801 -2.386 -2.805 0.611 -0.389
C -0.712409 0.618421 0.868117 -2.144 -1.836 0.597 -0.574
S -1.958464 0.095158 -0.375987 -0.620 0.545 -0.226 -0.648
C 1.402106 -0.130024 -1.006557 -0.296 0.220 3.114 -0.337
N 2.162359 0.812991 -0.105839 0.683 0.452 -1.206 -0.867
H 0.036295 -1.749268 -0.680457 0.731 0.510 1.267 0.221
H 1.483258 -1.897485 0.382481 0.817 -0.562 -0.270 0.187
H 0.852325 -0.228880 1.982648 0.413 -0.154 -0.150 0.210
H -0.526958 -1.427198 1.680414 1.503 1.988 -0.785 0.178
H -0.125217 1.273405 0.363210 1.555 2.586 -0.903 0.209
H -1.169208 0.985143 1.783972 -0.088 0.440 -0.224 0.202
H -2.207869 1.283029 -1.124934 0.356 -0.629 0.701 -0.022
H 0.530137 0.321587 -1.456472 0.015 0.646 -0.135 0.207
H 2.052752 -0.445518 -1.774213 0.504 -1.085 -0.918 0.173
H 2.306497 1.699761 -0.607227 -0.239 -0.260 0.235 0.344
H 3.124293 0.450821 -0.034356 -0.580 0.030 0.116 0.338
```
Positions in Å, forces in eV/Å.

Calculated values
2S+1: 2
HOMO level (spin up / spin down) in eV: 1.00 / -4.93
Net charge: -1
⟨S²⟩: 0.75
Total energy in a.u.: -611.8637
Lowest unoccupied orbital energy (spin up / spin down) in eV: 3.54 / 3.56
Kohn-Sham gap (spin up / spin down) in eV: 2.54 / 8.50

=====

Entry 3:
Below is a cluster of 2 separate species, C4H11NO in total, with properties calculated with ωB97M-V with the def2-TZVPD basis set.

Geometry as XYZ:
```
17
Properties=species:S:1:pos:R:3:forces:R:3:nbo_charge:R:1
N 0.895480 -0.534608 1.320421 0.499 -0.122 0.240 -0.682
C 1.178606 -1.258139 0.151198 -0.034 -0.427 -0.037 -0.331
C -1.407702 0.395501 -2.149950 -0.588 0.405 -0.116 -0.706
C -0.461064 0.147201 -1.061676 -0.205 -0.463 -0.450 0.060
C 0.239365 -1.043312 -0.935267 -0.318 0.667 0.168 -0.038
H 0.036187 -0.741699 1.809065 -0.025 0.098 0.045 0.414
H 1.699379 -0.415419 1.928776 -0.394 0.158 0.073 0.410
H 1.300379 -2.355890 0.308361 -0.046 0.138 0.101 0.290
H 2.164765 -0.997566 -0.246792 0.416 0.051 -0.031 0.299
H -1.107307 1.235429 -2.793908 0.292 -0.087 0.160 0.288
H -1.614561 -0.465975 -2.774432 0.053 -0.128 0.010 0.246
H -2.359135 0.784312 -1.743201 0.182 -0.224 0.068 0.286
H -0.298822 0.947482 -0.347875 0.253 -0.087 0.017 0.222
H 0.146074 -1.829345 -1.667765 -0.122 0.005 -0.275 0.238
H -0.373769 1.965153 1.984438 0.027 0.191 0.136 0.456
H 0.411824 2.238500 3.274716 -0.517 -0.053 -0.133 0.478
O -0.449704 1.928371 2.943886 0.527 -0.123 0.023 -0.929
```
Positions in Å, forces in eV/Å.

Calculated values
2S+1: 2
HOMO level (spin up / spin down) in eV: -14.76 / -14.31
Net charge: +1
⟨S²⟩: 0.76
Total energy in a.u.: -288.6494
Lowest unoccupied orbital energy (spin up / spin down) in eV: -4.00 / -8.34
Kohn-Sham gap (spin up / spin down) in eV: 10.76 / 5.97

=====

Entry 4:
Below is an isolated molecule of C15H23N3O3 in a non-equilibrium geometry, with properties calculated with ωB97M-V with the def2-TZVPD basis set.

Geometry as XYZ:
```
44
Properties=species:S:1:pos:R:3:forces:R:3:nbo_charge:R:1
N -4.247531 -2.652670 2.571542 -1.283 0.819 -1.417 -0.817
C -4.285341 -1.217501 2.855191 -2.782 -0.049 -0.308 -0.239
C -2.966346 -0.513810 3.020841 1.194 -3.026 0.158 -0.429
C -2.100838 -1.176166 1.829714 0.764 1.481 1.683 -0.440
C -2.499412 -0.581631 0.454573 -2.377 2.438 0.258 -0.430
C -1.939644 -1.295271 -0.699721 0.266 -4.268 -0.392 -0.126
N -2.589320 -2.797404 -0.649342 2.248 0.863 -2.747 -0.843
C -0.476681 -1.251114 -0.424013 1.231 -3.855 3.338 0.673
O 0.188159 -2.069198 0.380500 -1.769 3.364 -3.847 -0.698
N -0.149938 -0.070250 -0.856981 5.200 0.393 1.201 -0.578
C 1.180378 0.590482 -0.641545 -2.566 -0.297 -0.081 -0.157
C 1.344067 1.564850 -1.806728 1.361 0.103 1.329 -0.434
C 2.836147 1.773852 -1.781409 0.674 2.919 -2.026 -0.025
C 3.551602 2.845977 -1.068061 -1.661 -1.085 1.088 -0.227
C 4.857172 3.089058 -1.303502 1.889 -0.009 -2.678 -0.194
C 5.553752 2.467118 -2.436542 0.845 0.553 0.855 -0.225
C 4.839604 1.567444 -3.158062 -1.890 -4.970 -1.096 -0.222
C 3.443248 1.176688 -2.875657 2.032 -0.780 1.402 -0.223
C 1.190473 1.087509 0.888712 0.035 3.027 1.391 0.788
O 0.962129 2.303211 1.240413 1.068 -6.057 -1.592 -0.579
O 1.454518 0.041937 1.800600 -0.301 0.251 -3.580 -0.687
H -3.688078 -3.010273 3.267586 1.615 -1.876 1.526 0.336
H -3.861794 -2.825068 1.626707 -0.464 -0.076 1.080 0.364
H -4.752843 -0.901751 1.940955 -0.325 1.078 -0.396 0.182
H -5.109521 -1.069553 3.611857 1.236 0.147 -0.252 0.195
H -2.493165 -0.831474 3.983633 -0.172 -0.166 -0.628 0.196
H -3.002920 0.542450 3.174064 -0.156 0.889 -0.878 0.222
H -2.207071 -2.365871 1.976488 1.013 3.294 -0.733 0.241
H -1.052746 -0.744978 2.005603 -1.229 -1.376 -0.183 0.235
H -2.205440 0.594202 0.415507 -0.737 -2.759 0.246 0.216
H -3.580802 -0.641607 0.094103 0.714 0.312 1.598 0.232
H -2.063465 -0.701538 -1.654098 -0.911 -1.593 0.715 0.198
H -2.015017 -3.454836 -0.112205 0.160 1.137 1.634 0.374
H -2.147201 -3.301954 -1.485079 -1.472 1.395 0.045 0.355
H -0.827472 0.405472 -1.353170 -1.018 1.435 -1.075 0.399
H 1.963406 -0.124827 -0.862585 -0.046 -0.625 0.760 0.231
H 0.867211 2.519215 -1.671375 -0.595 0.274 0.119 0.242
H 1.138338 1.141935 -2.828590 -0.408 0.116 1.439 0.232
H 3.164145 3.441666 -0.182450 -0.293 -1.114 -1.373 0.244
H 5.339586 3.891040 -0.772511 0.250 -0.028 0.275 0.217
H 6.675077 2.603740 -2.711456 -2.202 0.027 0.869 0.233
H 5.228876 0.665711 -3.792842 0.298 2.601 0.539 0.220
H 2.955596 0.145508 -3.241647 1.265 2.741 0.124 0.214
H 1.529103 -0.860320 1.230982 -0.702 2.352 1.612 0.531
```
Positions in Å, forces in eV/Å.

Calculated values
HOMO level in eV: -9.01
SMILES: NCCCC[C@H](N)C(=O)N[C@@H](Cc1ccccc1)C(=O)O
Total energy in a.u.: -975.1709
Lowest unoccupied orbital energy in eV: 0.24
Kohn-Sham gap in eV: 9.25

=====

Entry 5:
Below is an isolated molecule of C3H7NO2S in a non-equilibrium geometry, with properties calculated with ωB97M-V with the def2-TZVPD basis set.

Geometry as XYZ:
```
14
Properties=species:S:1:pos:R:3:forces:R:3:nbo_charge:R:1
C 0.455943 0.245622 1.061742 2.199 -4.131 -3.343 -0.265
C -0.722055 -0.200805 -1.845407 2.029 -0.564 -2.211 -0.263
C 1.168709 -0.313510 -0.492127 -2.014 1.627 3.820 -0.063
N -0.129926 -0.628059 1.926461 0.834 0.129 -0.433 -0.768
O -1.001332 2.000070 2.256520 -2.003 -0.366 1.344 -0.812
O 0.221827 -1.044730 -1.193387 0.577 -0.553 0.533 -0.545
S 0.067633 1.851908 1.267014 1.838 4.016 -1.386 0.925
H -1.288232 -0.965084 -2.503978 0.483 1.892 1.023 0.213
H 0.012927 0.493003 -2.473143 -2.242 -0.942 0.700 0.169
H -1.297261 0.400154 -1.136339 -0.234 -0.211 -0.192 0.186
H 2.073355 -0.876299 -0.145422 -0.988 0.321 -0.820 0.218
H 1.353225 0.665845 -0.975730 0.512 -0.600 0.025 0.174
H -0.387863 -1.548975 1.568827 -0.241 0.588 0.768 0.411
H -0.526950 -0.079142 2.684968 -0.751 -1.207 0.172 0.418
```
Positions in Å, forces in eV/Å.

Calculated values
2S+1: 3
HOMO level (spin up / spin down) in eV: -5.76 / -9.77
⟨S²⟩: 2.01
Total energy in a.u.: -721.7453
Lowest unoccupied orbital energy (spin up / spin down) in eV: 0.84 / -1.48
Kohn-Sham gap (spin up / spin down) in eV: 6.60 / 8.29